--- one ---
Below is 4 unconnected molecules or ions with the total composition C4H16O3, with properties calculated with ωB97M-V/def2-TZVPD.

For the HOMO energy, the calculation gives -10.7 eV. As for the SMILES: CCCC.O.O.O. The total charge is 0. The value obtained for the orbital gap is 0.4096 hartree. The value obtained for the lowest unoccupied orbital energy is 0.40 eV.

CARTESIAN COORDINATES (ANGSTROEM)
C: -1.79837 1.60352 -1.69304
C: -0.82915 1.62058 -0.42963
C: -1.22298 2.69908 0.55723
C: -0.18381 2.85143 1.76801
H: -1.97140 2.62080 -2.00767
H: -1.44837 0.87235 -2.39498
H: -2.77877 1.24513 -1.32719
H: -1.07481 0.62699 0.01046
H: 0.21614 1.64986 -0.73253
H: -1.11086 3.63678 0.01626
H: -2.20120 2.69249 1.03145
H: 0.68427 3.51331 1.55447
H: -0.70413 3.31020 2.59769
H: 0.15243 1.88785 2.17490
O: 2.10152 -3.29437 -1.00782
H: 1.70171 -2.95345 -0.19809
H: 2.74033 -2.61081 -1.22335
O: 2.72958 -5.98370 -2.14895
H: 2.18317 -6.35543 -1.43503
H: 2.74444 -5.06586 -1.83653
O: 0.29458 -1.66081 1.97479
H: -0.59361 -1.31415 1.81713
H: 0.36927 -1.59178 2.93243



--- two ---
Below is 4 unconnected molecules or ions with the total composition C4H16O3, with properties calculated with ωB97M-V/def2-TZVPD.

For the HOMO energy, the calculation gives -11.0 eV. As for the SMILES: CCCC.O.O.O. The total charge is 0. The value obtained for the orbital gap is 0.4269 hartree. The value obtained for the lowest unoccupied orbital energy is 0.62 eV.

CARTESIAN COORDINATES (ANGSTROEM)
C: 0.64848 -0.93195 0.11990
C: -0.59758 -0.21933 0.63183
C: -0.29318 1.24547 1.02465
C: -1.14282 1.73842 2.17119
H: 1.24780 -0.40863 -0.62430
H: 1.24546 -1.14292 0.97645
H: 0.44605 -1.93632 -0.27470
H: -1.44204 -0.25406 -0.04006
H: -0.93843 -0.77728 1.51448
H: -0.44921 1.80785 0.09581
H: 0.75184 1.33428 1.17683
H: -0.74046 1.32660 3.10717
H: -1.11066 2.81025 2.27784
H: -2.17769 1.43093 2.16205
O: 0.87114 1.14654 -2.71444
H: 0.48933 0.30910 -2.42100
H: 0.47655 1.27339 -3.58906
O: -3.23686 -0.37488 -1.79992
H: -3.48719 -0.71899 -0.92806
H: -3.97611 0.17807 -2.05982
O: 4.68186 -2.81796 -0.01229
H: 4.77059 -1.88780 -0.23123
H: 3.96311 -3.13079 -0.56332



Short version: two is the most stable of them.



--- one ---
Below is a molecular structure, C36H31AsClN2O5PRuS, with properties calculated with ωB97M-V/def2-TZVPD.

For the HOMO energy (alpha / beta), the calculation gives -4.6 / -4.5 eV. Its multiplicity is 2. The total charge is -1. The value obtained for the orbital gap (alpha / beta) is 0.2236 / 0.2152 hartree. The value obtained for the lowest unoccupied orbital energy (alpha / beta) is 1.52 / 1.37 eV.

CARTESIAN COORDINATES (ANGSTROEM)
Ru: 0.14650 -0.33397 -0.29126
O: -2.14063 2.08878 2.69844
C: -1.53360 1.17625 1.88359
O: -1.03591 1.58831 0.80827
C: -1.53899 -0.17060 2.30692
C: -2.07558 -0.63456 3.53326
C: -2.05323 -1.96732 3.82289
C: -1.48992 -2.87048 2.89277
C: -0.96519 -2.36491 1.72410
N: -0.96600 -1.06806 1.43215
C: -0.34519 -3.26688 0.65089
O: -0.31295 -4.47660 0.83034
O: 0.10486 -2.64540 -0.35877
H: -2.08187 2.93620 2.23657
H: -2.50656 0.08803 4.20687
H: -2.45419 -2.34079 4.75296
H: -1.47514 -3.93384 3.05701
C: 2.35599 -1.38765 1.30458
C: 1.44520 -0.17212 1.23665
O: 1.47338 0.69398 2.06715
H: 3.30489 -1.09343 1.75495
H: 2.52709 -1.83442 0.32525
H: 1.87561 -2.13010 1.94535
Cl: -1.77838 -0.33219 -1.66115
S: -2.27275 1.71352 -3.17121
C: -3.67487 2.01677 -2.39431
N: -4.67946 2.25959 -1.87793
C: 1.37723 2.04677 -3.06951
C: 1.15578 1.21288 -4.31815
As: 2.15483 1.82510 -5.92157
C: 3.98215 1.75605 -5.17421
C: 4.74269 0.63123 -5.48232
C: 6.05104 0.50809 -5.05411
C: 6.62877 1.52058 -4.30813
C: 5.88170 2.63626 -3.97127
C: 4.57191 2.75223 -4.40578
C: 1.92833 3.77264 -5.86819
C: 2.93303 4.53546 -6.46161
C: 2.80717 5.90268 -6.60832
C: 1.65081 6.53434 -6.18113
C: 0.63985 5.79252 -5.59523
C: 0.77605 4.42186 -5.44095
P: 1.56859 1.03897 -1.51819
C: 2.95453 -0.04947 -2.00053
C: 2.55961 -1.33878 -2.37545
C: 3.49989 -2.28507 -2.73310
C: 4.84839 -1.97180 -2.67226
C: 5.24528 -0.69645 -2.30985
C: 4.30636 0.27355 -2.00476
C: 2.13958 2.38852 -0.44151
C: 1.19400 3.39905 -0.25757
C: 1.47338 4.48085 0.55425
C: 2.69592 4.56494 1.20139
C: 3.61350 3.53672 1.06962
C: 3.33208 2.44362 0.26853
H: 0.54571 2.73948 -2.91915
H: 2.30191 2.63481 -3.13114
H: 0.09151 1.16175 -4.55861
H: 1.49198 0.18247 -4.16504
H: 4.29188 -0.15512 -6.07722
H: 6.62080 -0.37671 -5.30427
H: 7.65808 1.43967 -3.98861
H: 6.32129 3.42089 -3.36904
H: 4.01816 3.64927 -4.15438
H: 3.83270 4.03773 -6.80821
H: 3.60532 6.47375 -7.06394
H: 1.53693 7.60041 -6.31746
H: -0.26502 6.28463 -5.26437
H: -0.02931 3.85639 -4.99030
H: 1.49870 -1.59780 -2.37465
H: 3.18785 -3.27767 -3.02062
H: 5.58703 -2.72338 -2.90832
H: 6.29677 -0.45610 -2.26517
H: 4.62243 1.27623 -1.76267
H: 0.22184 3.29357 -0.71926
H: 0.73785 5.26118 0.69355
H: 2.92257 5.41452 1.83104
H: 4.55421 3.57481 1.60126
H: 4.03151 1.62352 0.22472



--- two ---
Below is a molecular structure, C36H31AsClN2O5PRuS, with properties calculated with ωB97M-V/def2-TZVPD.

For the HOMO energy (alpha / beta), the calculation gives -4.9 / -4.9 eV. Its multiplicity is 2. The total charge is -1. The value obtained for the orbital gap (alpha / beta) is 0.2596 / 0.2156 hartree. The value obtained for the lowest unoccupied orbital energy (alpha / beta) is 2.15 / 1.00 eV.

CARTESIAN COORDINATES (ANGSTROEM)
Ru: 0.74090 0.47543 2.41823
O: 3.28739 -2.18812 4.37682
C: 2.49495 -1.23996 3.90185
O: 2.10224 -1.23541 2.75252
C: 2.17311 -0.15084 4.85641
C: 2.55792 -0.05115 6.17972
C: 2.13486 1.06571 6.89213
C: 1.34930 2.03016 6.27746
C: 1.00548 1.86060 4.94653
N: 1.43259 0.79531 4.28426
C: 0.10963 2.78758 4.11892
O: -0.34275 3.78456 4.66675
O: -0.06669 2.40513 2.90948
H: 3.48384 -2.79097 3.64151
H: 3.16400 -0.82377 6.63080
H: 2.41239 1.17412 7.93281
H: 0.98713 2.90880 6.79380
C: -2.03899 0.22518 3.73639
C: -0.73263 -0.47898 3.37489
O: -0.56751 -1.61297 3.81734
H: -2.83895 -0.51307 3.83494
H: -2.30751 1.00633 3.03011
H: -1.89906 0.70377 4.71201
Cl: 2.87738 1.53382 1.58798
S: 4.05658 -0.15540 -0.07128
C: 4.70309 -1.09660 1.13896
N: 5.15022 -1.75063 1.98892
C: 0.60034 0.13642 -1.18932
C: 0.77874 1.61599 -1.52383
As: 0.65096 2.15063 -3.41715
C: -1.09939 1.37363 -3.83973
C: -2.18571 2.24582 -3.85869
C: -3.45712 1.79565 -4.18678
C: -3.65844 0.46106 -4.50723
C: -2.58665 -0.42070 -4.48340
C: -1.31654 0.03298 -4.15280
C: 1.79527 0.81444 -4.26384
C: 1.58227 0.45292 -5.59358
C: 2.45340 -0.41106 -6.24094
C: 3.56059 -0.91721 -5.57084
C: 3.79104 -0.54972 -4.25367
C: 2.91417 0.31274 -3.60830
P: -0.24486 -0.09636 0.43457
C: -1.85782 0.66946 0.02629
C: -2.11878 1.93347 0.55389
C: -3.31719 2.57876 0.27010
C: -4.27271 1.96002 -0.52137
C: -4.01565 0.70569 -1.05963
C: -2.80920 0.07304 -0.80210
C: -0.53393 -1.90262 0.40637
C: 0.57863 -2.71737 0.18947
C: 0.46184 -4.09841 0.22380
C: -0.76626 -4.68739 0.49185
C: -1.86867 -3.88579 0.74632
C: -1.75216 -2.50319 0.70958
H: 1.57064 -0.35173 -1.11375
H: 0.02073 -0.40441 -1.94015
H: 1.73607 1.98657 -1.15193
H: 0.02237 2.23840 -1.04000
H: -2.03486 3.29288 -3.61916
H: -4.28985 2.48828 -4.19040
H: -4.64795 0.10752 -4.77131
H: -2.73708 -1.46659 -4.72265
H: -0.48694 -0.66346 -4.15668
H: 0.72172 0.84094 -6.12756
H: 2.26753 -0.68994 -7.27119
H: 4.24152 -1.59122 -6.07585
H: 4.65056 -0.93253 -3.71737
H: 3.11525 0.58847 -2.58173
H: -1.39941 2.39854 1.21779
H: -3.50645 3.55786 0.69314
H: -5.21671 2.45351 -0.72183
H: -4.75095 0.22180 -1.69112
H: -2.60583 -0.88736 -1.26030
H: 1.55261 -2.27084 0.01897
H: 1.33588 -4.71447 0.05043
H: -0.85875 -5.76629 0.52013
H: -2.82389 -4.33557 0.98882
H: -2.61130 -1.89186 0.95444



Short version: two is the most stable of them.



--- one ---
Below is 4 unconnected molecules or ions with the total composition C3H12O4, with properties calculated with ωB97M-V/def2-TZVPD.

For the HOMO energy (alpha / beta), the calculation gives -14.8 / -14.8 eV. Its multiplicity is 2. The total charge is +1. The value obtained for the orbital gap (alpha / beta) is 0.3711 / 0.2394 hartree. The value obtained for the lowest unoccupied orbital energy (alpha / beta) is -4.73 / -8.28 eV.

CARTESIAN COORDINATES (ANGSTROEM)
C: 0.20258 0.63568 1.14825
C: 0.28948 -0.05651 -0.04069
O: 0.99178 -1.15030 -0.26200
C: -0.24403 0.48865 -1.34984
H: 0.07503 1.70639 0.98617
H: 0.21283 0.25011 2.16094
H: 1.94409 -0.98300 0.11184
H: -0.73689 1.43371 -1.16181
H: -1.00179 -0.17555 -1.73931
H: 0.58133 0.63080 -2.04584
H: -1.61154 -1.80596 -0.85259
H: -2.40134 -1.15492 0.32121
O: -2.06412 -1.99130 -0.01750
H: 3.80419 0.27357 0.27837
H: 4.18141 -1.27457 0.38607
O: 3.52229 -0.63096 0.12821
H: -2.90215 1.88733 0.43561
H: -1.95019 0.98155 0.88349
O: -2.89298 0.93527 0.62943



--- two ---
Below is 4 unconnected molecules or ions with the total composition C3H12O4, with properties calculated with ωB97M-V/def2-TZVPD.

For the HOMO energy (alpha / beta), the calculation gives -14.1 / -14.1 eV. Its multiplicity is 2. The total charge is +1. The value obtained for the orbital gap (alpha / beta) is 0.3238 / 0.1957 hartree. The value obtained for the lowest unoccupied orbital energy (alpha / beta) is -5.33 / -8.81 eV.

CARTESIAN COORDINATES (ANGSTROEM)
C: -0.39872 -1.06391 0.32470
O: -0.91288 0.21831 0.67140
C: -0.05222 -1.46723 1.69825
C: 0.94053 -0.75809 2.40666
H: 0.43155 -0.97633 -0.38178
H: -1.13800 -1.68326 -0.18825
H: -1.83894 0.30833 0.32995
H: -0.53937 -2.28686 2.19771
H: 1.07206 -0.94161 3.46177
H: 1.59361 -0.02397 1.92943
H: 0.81088 2.94752 -0.04796
H: 0.26015 1.45393 -0.12376
O: 0.80399 2.12748 -0.54428
H: 2.55445 0.61664 -2.97069
H: 2.89468 -0.44593 -1.92047
O: 2.37163 -0.29221 -2.71178
H: -3.70042 0.55675 -1.56233
H: -2.26065 1.12393 -1.53386
O: -2.89234 0.58651 -1.03471



Short version: one is the most stable of them.



--- one ---
Below is a gas-phase ion, C4H8IN2 (charge +1), with properties calculated with ωB97M-V/def2-TZVPD.

For the HOMO energy, the calculation gives -14.1 eV. As for the SMILES: C/C=[N+](I)\C=N\C. The total charge is +1. The value obtained for the orbital gap is 0.3045 hartree. The value obtained for the lowest unoccupied orbital energy is -5.86 eV.

CARTESIAN COORDINATES (ANGSTROEM)
C: 0.35682 1.98599 -0.15192
C: -1.01841 1.56483 -0.07792
N: -1.41916 0.33321 -0.03555
I: -3.51015 -0.06397 0.32588
C: -0.67050 -0.87044 -0.15366
N: 0.58850 -0.84083 -0.03792
C: 1.41942 -1.96540 0.06496
H: 0.76172 1.88890 0.88912
H: 1.02673 1.23499 -0.66515
H: 0.59189 3.07687 -0.60657
H: -1.82022 2.25945 0.20709
H: -1.24604 -1.68781 -0.21169
H: 0.87765 -2.97203 -0.00878
H: 1.75383 -2.11328 1.11547
H: 2.30791 -1.83048 -0.65335



--- two ---
Below is 2 unconnected molecules or ions with the total composition C4H8IN2, with properties calculated with ωB97M-V/def2-TZVPD.

For the HOMO energy, the calculation gives -13.3 eV. The total charge is +1. The value obtained for the orbital gap is 0.3518 hartree. The value obtained for the lowest unoccupied orbital energy is -3.68 eV.

CARTESIAN COORDINATES (ANGSTROEM)
C: 1.06973 0.03028 1.66473
C: 1.18927 -0.34229 -0.46365
C: 0.03384 0.42906 -0.22225
C: -1.06312 0.90692 -1.10981
N: 0.01152 0.70215 1.09965
N: 1.77599 -0.53878 0.68522
I: -1.95188 -2.32038 0.32729
H: 1.37012 0.18980 2.61639
H: -1.76613 -1.58971 -1.33367
H: 1.77422 -0.48622 -1.37725
H: -1.22040 1.96231 -1.20569
H: -2.14100 0.60929 -0.81336
H: -0.83588 0.68301 -2.18122
H: -0.81975 0.89069 1.55284
H: 2.57346 -1.12615 0.76080



Short version: two is the most stable of them.



--- one ---
Below is a molecular structure, C4H3NO, with properties calculated with ωB97M-V/def2-TZVPD.

For the HOMO energy, the calculation gives -10.2 eV. The total charge is 0. The value obtained for the orbital gap is 0.3866 hartree. The value obtained for the lowest unoccupied orbital energy is 0.35 eV.

CARTESIAN COORDINATES (ANGSTROEM)
O: -1.15515 1.15990 -0.60419
C: -0.50957 -0.05462 -0.29454
C: 0.96377 0.09933 -0.26915
C: 2.15846 0.27576 -0.18754
C: -1.07614 -0.84061 0.77163
N: -1.59698 -1.63790 1.43169
H: -0.88074 1.86549 0.01951
H: -1.13432 -1.24887 -0.72299
H: 3.23067 0.38152 -0.14442



--- two ---
Below is C4H3NO in the gas phase, with properties calculated with ωB97M-V/def2-TZVPD.

For the HOMO energy, the calculation gives -9.7 eV. As for the SMILES: C#C[C@H]1N=C1O. The total charge is 0. The value obtained for the orbital gap is 0.3721 hartree. The value obtained for the lowest unoccupied orbital energy is 0.47 eV.

CARTESIAN COORDINATES (ANGSTROEM)
C: -1.14980 1.87633 -0.73968
C: -0.39232 0.93952 -0.72777
C: 0.47671 -0.21690 -0.68173
N: 1.61322 -0.24217 0.41142
C: 0.59843 -0.96318 0.52783
O: -0.06082 -1.82060 1.28738
H: -1.80969 2.71597 -0.75085
H: 0.68899 -0.70781 -1.62757
H: 0.01955 -1.57456 2.21461



--- three ---
Below is 2 unconnected molecules or ions with the total composition C4H3NO, with properties calculated with ωB97M-V/def2-TZVPD.

For the HOMO energy, the calculation gives -8.8 eV. As for the SMILES: C=C=C=O.C#N. The total charge is 0. The value obtained for the orbital gap is 0.2906 hartree. The value obtained for the lowest unoccupied orbital energy is -0.86 eV.

CARTESIAN COORDINATES (ANGSTROEM)
C: 1.30598 -1.45674 -0.01884
C: 0.23147 -0.78255 -0.49372
C: -0.74319 -0.14379 -1.19615
O: -1.83675 0.27937 -1.43230
H: 1.78974 -1.33866 0.92783
H: 1.95319 -2.07070 -0.73129
C: -0.95613 1.85976 0.90893
N: -0.12941 2.29405 0.25249
H: -1.61490 1.35926 1.78305



Short version: two is the most stable of them.